Here is an isolated molecule of C4H8OS at a distorted geometry from the Open Molecules 2025 dataset. Energies are from wB97M-V/def2-TZVPD.

Calculated values
- E_tot (hartree) = -630.57864
- E_HOMO (eV) = -8.57
- E_LUMO (eV) = 0.0
- molar mass (u) = 104.17

```
14
Properties=species:S:1:pos:R:3:mulliken_charge:R:1
C -0.1977 -0.9916 0.5528 -0.5542
H 1.7877 -1.5695 0.3437 0.3743
S -2.6379 -0.6775 -0.6211 -0.2827
H -0.2078 1.5880 0.9273 0.2753
H -1.5756 2.1175 -0.0636 0.3611
H 1.4307 0.6206 -1.3306 0.3342
H 1.6241 0.1703 0.6205 0.2890
C 1.2267 -0.7050 0.0221 -0.5981
H -0.2625 1.4620 -0.9310 0.2779
O 1.3937 -0.3986 -1.3783 -0.5227
H -0.1267 -0.9641 1.6739 0.3026
C -0.7713 1.3448 -0.0145 -1.1135
H -0.3923 -1.9827 0.2211 0.4090
C -1.2910 -0.0141 -0.0223 0.4479
```